# 1
Entry from the Open Molecules 2025 dataset: C22H24IrN5O11SSi as an isolated structure (ωB97M-V/def2-TZVPD).

Positions of all 65 atoms, in Å:
O -4.55308 -1.54593 5.98995
H 0.73980 1.00642 2.46419
O -0.40020 -1.29327 1.38116
H 1.14583 4.52286 0.10508
H -0.37966 -2.81256 -4.79179
C -2.53771 -3.99729 -2.92807
N 0.51106 2.87224 -0.97030
O 5.30798 0.61395 4.03768
H 3.06776 5.01073 -1.50656
H -2.51916 -1.44692 -0.63722
Ir -0.18213 -0.34750 -0.51789
O -0.82496 -3.90095 1.74455
H 2.33368 3.22133 0.01700
C 1.68161 0.79456 1.97501
C 2.66161 -0.06630 -1.41833
O -1.59888 2.47251 2.20803
H 4.92466 0.15549 0.10666
N 1.62664 0.50754 0.66819
C 4.07392 0.60517 2.02708
O 1.54150 -0.58818 -1.78064
H -3.20047 -2.88651 4.50261
C 2.87049 0.85035 2.67823
H -3.40341 -4.09985 -2.26472
C -3.25794 -0.76657 4.25128
C 2.20294 4.40923 -1.78498
C 0.52797 2.19275 -2.09872
S -0.69775 0.99965 -2.44453
C 4.01742 0.32944 0.66747
H -0.16139 2.53394 -0.27235
H 0.54384 -2.69827 -3.27568
C -0.26552 -2.24918 -3.85895
H 2.98750 3.71061 -3.68193
C -3.14367 -1.15750 -3.66538
N -1.57686 -3.64026 2.65374
C -1.93722 -2.23539 2.91829
C -1.56554 1.36769 1.67720
H 0.04883 -1.23084 -4.09247
H -1.78756 -4.72738 -2.60646
H -2.85501 -4.25980 -3.94412
H -1.22067 -2.64820 -0.51483
H 1.53501 1.76353 -3.73684
H 3.39862 2.68423 -2.29979
C -1.93646 0.14855 2.47241
O -2.07965 -4.49512 3.37672
C 2.61693 3.30494 -2.74091
C -2.83490 -2.03945 3.94533
O 3.57333 0.21702 -2.19718
H -4.04631 -1.13801 -3.04523
N 1.44562 2.47558 -3.02919
H -3.17146 1.32042 3.72652
C 1.58095 3.77295 -0.55369
C -1.57167 -1.78219 -1.08478
N -4.18059 -0.56864 5.35974
H -2.79968 -0.12669 -3.77673
C 2.78725 0.27452 0.03484
C -1.36779 -1.13914 2.17607
C 5.41454 0.63301 2.79224
H -3.41814 -1.53275 -4.65730
H 1.46765 5.05808 -2.26920
O -1.27352 1.19324 0.42967
C -2.81873 0.32399 3.50157
O -4.54311 0.56821 5.61046
Si -1.83979 -2.24571 -2.85729
O 6.43239 0.67832 2.06852
H 2.88327 1.07334 3.73657

As for the net charge: -2.

# 2
Entry from the Open Molecules 2025 dataset: one molecule with the formula C22H24N2O3S (ωB97M-V/def2-TZVPD).

Positions of all 52 atoms, in Å:
C 5.28489 -2.94975 1.25125
C -4.15851 -2.43528 0.92228
O -3.19733 2.30367 0.49031
H 5.43783 -3.79196 1.91025
H -4.53857 -2.83277 -1.61377
H 2.05006 6.13055 0.71175
H -3.92076 -1.16820 -1.48479
S 2.93586 1.61043 -0.74034
C 6.16957 -1.23764 -0.17203
C 1.83484 2.90713 -0.27835
C 6.37473 -2.30549 0.68525
C 0.45113 2.73215 -0.26240
H -3.69624 0.76357 2.20735
C 2.41776 -1.01073 -0.10376
C 3.78233 -1.42380 0.12834
H -1.61885 -2.03200 -2.07198
H -3.70892 -2.93801 1.78408
C -2.52156 -2.55977 -2.36658
C -4.55360 -1.00754 1.31880
C 4.88883 -0.79973 -0.45185
C -3.64308 -2.22965 -1.39419
C -1.53347 1.53655 -1.07587
N -0.13450 1.52940 -0.67620
H 7.01375 -0.74511 -0.63183
C 4.00463 -2.52119 0.96946
H 7.37725 -2.64286 0.90265
H -2.31393 -3.62586 -2.34606
H -2.80307 -2.26947 -3.37516
C 1.60391 5.18414 0.44923
H -5.03855 -0.50136 0.48255
H -1.67702 0.69754 -1.76281
H 3.15710 -3.02448 1.41219
C 0.47498 0.30809 -0.65763
H -1.94114 -0.58128 0.24457
H 4.74679 0.00705 -1.15288
C 0.23073 5.01027 0.50765
C -3.34893 -0.17700 1.77176
C 2.40321 4.12571 0.06772
O -0.18701 -0.70613 -0.84767
H -5.27193 -1.07002 2.13713
H -5.06126 -2.99175 0.62458
H -2.77364 -0.73376 2.51681
H 3.47730 4.22343 0.03028
C 1.92835 0.20197 -0.43853
H -0.40640 5.82003 0.82755
H -1.74964 2.47477 -1.58998
H -1.40949 3.68947 0.23694
N -2.47694 0.16752 0.67283
O -3.18541 -2.51531 -0.08822
C -2.50162 1.38054 0.10898
C -0.34077 3.80084 0.15997
H 1.66636 -1.77696 0.05039

Its SMILES is CCOCCCNC(=O)CN1C(=O)/C(=C/c2ccccc2)Sc2ccccc21.

# 3
Entry from the Open Molecules 2025 dataset: one molecule with the formula C22H24N2O5 (ωB97M-V/def2-TZVPD).

Positions of all 53 atoms, in Å:
H 7.07693 -1.70993 -0.85829
O -5.99453 -0.70266 0.75577
H 2.52257 -2.70251 0.74774
H -7.52459 -0.64707 2.05303
C -1.02746 -1.98059 -0.70488
C -1.89060 2.70793 -1.77042
C -1.19504 -0.08369 0.68524
H -2.80438 4.59003 -1.24453
H -3.36658 -2.57159 0.05725
H -6.23092 -0.60753 -1.29222
H 1.67486 2.11095 1.78016
C 4.64835 1.41428 -0.40114
H 3.55738 -2.44253 2.15254
H -5.73734 -2.19441 -0.64895
H 5.32356 -1.70986 0.71621
C 2.82494 -1.97339 1.49932
O 6.69548 0.29883 -0.50225
C -2.46174 3.62393 -0.89805
H -1.77357 2.94105 -2.81734
C -1.64710 1.23251 0.09476
C 0.38620 -1.42307 -0.54576
O 1.37583 -1.84800 -1.10284
H -3.53650 -1.25563 1.25218
C 7.48662 -0.85177 -0.31740
H 5.13802 2.25042 -0.87301
H 1.94629 -1.70450 2.07992
N -2.62468 3.38992 0.39180
C 0.26740 -0.31513 0.38410
C 4.76717 -0.81616 0.48107
H -4.03339 0.34177 -0.58617
C -5.60291 -1.10682 -0.53752
C -2.22845 2.22599 0.87305
H 7.58882 -1.10252 0.74328
C -1.47355 1.49106 -1.26094
C 5.39112 0.25973 -0.13687
C 2.67631 0.35965 0.51488
C -7.33598 -0.99721 1.04039
H -1.39521 -0.08099 1.76540
H 8.46582 -0.60309 -0.72317
C -4.14155 -0.73131 -0.74714
H -1.02159 0.74574 -1.90133
H 2.74173 2.34559 -0.29969
C 3.41788 -0.78645 0.81198
H -3.85217 -0.96840 -1.77153
H -8.01298 -0.48525 0.34479
C -3.24326 -1.49778 0.22778
O 0.89083 1.59480 1.54597
C 1.24838 0.51258 0.81749
O -1.36910 -2.94912 -1.34747
C 3.31724 1.45921 -0.06767
H -2.38171 2.08046 1.93449
H -7.52768 -2.07634 0.98420
N -1.84191 -1.21357 0.05666

Its SMILES is COCCCN1C(=O)C(=O)/C(=C(/O)c2ccc(OC)cc2C)[C@H]1c1cccnc1.

# 4
Entry from the Open Molecules 2025 dataset: one molecule with the formula C22H24N2O5S2 (ωB97M-V/def2-TZVPD).

Positions of all 55 atoms, in Å:
H -0.54975 -1.20831 1.24474
C 0.44138 -0.03596 -1.66430
H -1.53999 0.76594 2.31606
H 2.54051 4.88310 -0.29502
C -2.19458 -3.51595 -1.21131
H 4.10276 2.14881 1.86172
H -0.48065 0.03930 -2.21992
C 0.81866 -1.24789 -1.09099
C -2.02778 -4.55063 -0.10533
O -1.84135 -7.23153 -0.47754
H 3.18140 6.04875 2.08189
C 2.41412 4.51255 0.72006
H 3.80297 -0.29681 0.21526
C 3.16641 2.68633 2.02526
C -3.03592 -0.58662 -0.95574
O 0.47685 -3.55027 -1.54976
C 2.03892 -1.35464 -0.42986
H 4.31183 3.95136 3.39491
H -4.45720 0.99190 -0.78658
H 2.55793 4.17516 3.48121
C 2.85277 -0.24400 -0.29179
C 2.44851 0.95888 -0.83577
O 3.24953 3.30776 -1.71391
H -3.45246 -0.95810 -1.88061
C -0.01115 -2.48292 -1.23129
H -1.93016 -6.17988 -3.38530
H -2.63415 -4.36022 0.77300
H 4.42045 5.08459 1.24964
S -2.56694 -6.08465 -0.93697
H 1.00257 2.02212 -1.96737
C -1.90907 -4.20687 -2.52287
C -3.06654 1.02560 0.83938
H -3.40756 2.28863 2.53532
H -1.63090 -3.59331 -3.36603
H -4.74896 2.23240 1.38146
O 4.77736 2.03258 -0.25107
C -1.39879 -0.71737 0.79372
C -1.92589 -1.20851 -0.39473
C 3.43534 5.05621 1.71632
H -0.98149 -4.68853 0.15032
H 2.33547 -2.31216 -0.02891
H 1.39178 4.71404 1.05841
C 1.25992 1.07051 -1.53119
S 3.44060 2.43011 -0.59691
C -3.59656 0.51571 -0.34051
H -3.23479 -3.16949 -1.22618
H -3.29004 3.13839 0.99499
C -3.66598 2.23770 1.48088
C -2.05342 -5.51409 -2.55637
C 3.39640 3.98844 2.80903
C -1.96133 0.39274 1.39441
H 2.45893 2.02112 2.52874
N 2.62558 3.07325 0.72650
O -4.00349 -6.15524 -0.90563
N -1.35208 -2.34004 -1.02348

Its SMILES is Cc1ccc(N(C(=O)c2ccc(S(=O)(=O)N3CCCC3)cc2)[C@H]2C=CS(=O)(=O)C2)cc1.

Across the entries above, HOMO energy takes the values -3.053, -7.966, -8.627, -9.143 eV, respectively.
Across the entries above, relative energy (zero: lowest compared OMol25 entry of this formula, charge and spin) takes the values 2.381, 0.045, 2.676, 0.253 eV, respectively.